(1)
{
  "formula": "C4H8N2S",
  "method": "ωB97M-V with the def2-TZVPD basis set",
  "multiplicity": 1,
  "orbital_gap_ha": 0.297,
  "total_charge": 0,
  "e_homo_ev": -7.76,
  "de_lowest_kcal_mol": 130.3,
  "symbols": ["H", "H", "H", "N", "H", "S", "N", "H", "C", "C", "C", "H", "H", "C", "H"],
  "coordinates": [[1.50785, 1.82539, 1.61637], [-1.16821, -1.95522, -1.97188], [1.82561, -0.45686, -0.43913], [-1.01744, 0.92837, 1.08972], [-2.71696, -1.79373, -1.00811], [-0.23435, 1.09864, -0.48233], [-1.72598, -0.13353, 0.70308], [0.81673, 0.10662, 1.88120], [-1.88396, -1.36748, -1.47287], [1.61240, 0.54316, -0.03690], [1.71349, 0.76533, 1.47549], [2.21434, 1.31480, -0.58326], [-2.28055, -0.79969, -2.17778], [-1.29739, -0.53192, -0.42065], [2.63441, 0.45613, 1.82704]]
}

=====

(2)
{
  "formula": "C4H7OPS2",
  "method": "ωB97M-V with the def2-TZVPD basis set",
  "multiplicity": 3,
  "orbital_gap_ha": [0.226, 0.303],
  "total_charge": 0,
  "e_homo_ev": [-7.08, -9.67],
  "s_squared": 2.010,
  "de_lowest_kcal_mol": 5.9,
  "symbols": ["P", "H", "H", "C", "O", "H", "H", "S", "H", "H", "C", "C", "C", "S", "H"],
  "coordinates": [[-0.68095, -2.26609, 1.54597], [1.39513, -0.62781, -0.64111], [0.17032, 0.58046, -2.15175], [-0.23889, 0.57883, -1.17436], [-1.55773, -2.95529, 2.47407], [-0.70052, 1.49494, -1.07405], [0.38047, 0.03877, 0.77095], [2.18024, 1.64485, 0.17835], [-1.20548, -1.28559, -1.67557], [-2.23338, 0.09728, -1.59985], [-1.37855, -0.37195, -1.06368], [0.85372, 0.22160, -0.20640], [2.04085, 1.53683, 1.78309], [-1.92299, -0.78726, 0.59019], [2.89776, 2.10044, 2.24413]]
}